Record 1
Molecular formula: C5H12NO
Method: DFT, the ωB97M-V functional and the def2-TZVPD basis

Calculated values
Net charge: -1
HOMO energy, eV: -2.2
SMILES string: CCN[C@@H](C)C[O-]
E_LUMO, eV: 3.7953

Last column: Mulliken charge in e.
CARTESIAN COORDINATES (ANGSTROEM)
C 1.86118 0.32305 -1.50221  -1.17
C 0.88465 -0.81859 -1.22240  -0.36
N 0.49854 -0.98114 0.19534  -0.45
C -0.28672 0.07316 0.88035  0.51
C -1.01291 1.11033 -0.03499  -1.65
C -1.37028 -0.47307 1.88480  -0.58
O -1.29931 0.21305 3.05461  -0.90
H 1.81066 0.70738 -2.50609  0.30
H 1.72025 1.11358 -0.76240  0.32
H 2.84676 0.00244 -1.14537  0.33
H 0.00130 -0.71656 -1.87328  0.27
H 1.26492 -1.80254 -1.51601  0.44
H -0.10555 -1.80547 0.18143  0.24
H 0.38620 0.75409 1.41457  0.13
H -0.40757 1.80521 -0.60389  0.41
H -1.46700 1.72852 0.75815  0.46
H -1.81897 0.64411 -0.60254  0.31
H -1.16371 -1.55577 2.03394  0.22
H -2.34244 -0.32179 1.36597  0.15

Forces on atoms 1 to 6 (eV/Å):
0.4 -0.6 2.0
-0.9 0.0 0.1
-0.4 -0.4 -0.5
0.1 1.2 -1.4
-0.5 -0.3 1.4
1.3 1.2 1.1

Record 2
Molecular formula: C5H12NO
Method: DFT, the ωB97M-V functional and the def2-TZVPD basis

Calculated values
Net charge: -1
HOMO energy, eV: -2.9
E_LUMO, eV: 4.0582

Last column: Mulliken charge in e.
CARTESIAN COORDINATES (ANGSTROEM)
C 1.20435 2.12677 1.06990  -0.44
O 0.48647 1.30588 0.25656  -0.80
C 1.06410 1.73438 2.55201  -1.09
H 0.89030 3.19736 1.00472  0.20
H 2.28790 2.13179 0.80542  0.24
H 1.82124 2.19446 3.20554  0.36
H 1.13864 0.64889 2.64421  0.29
H 0.08757 2.03664 2.94324  0.23
C -1.89850 -2.59442 -0.71915  -1.03
C -1.05872 -1.36185 -0.86355  -0.07
C -0.33020 -1.06682 -1.94354  -0.29
N 0.34283 0.12494 -2.16099  -0.59
H -1.72421 -3.27673 -1.55854  0.29
H -1.66699 -3.13366 0.20328  0.25
H -2.96789 -2.35746 -0.70723  0.23
H -1.03374 -0.63864 -0.04972  0.31
H -0.31464 -1.79307 -2.76057  0.24
H 1.22786 0.02042 -2.63325  0.20
H 0.44364 0.70114 -1.28833  0.48

Forces on atoms 1 to 6 (eV/Å):
-0.3 -0.3 -0.3
-0.1 0.2 0.2
0.1 0.1 0.3
0.1 0.1 0.0
0.1 0.0 0.2
0.0 0.0 -0.1

Record 3
Molecular formula: C5H12NO
Method: DFT, the ωB97M-V functional and the def2-TZVPD basis

Calculated values
Net charge: +1
HOMO energy, eV: -14.5
E_LUMO, eV: -4.8933

Last column: Mulliken charge in e.
CARTESIAN COORDINATES (ANGSTROEM)
C 1.04424 -0.11421 -0.24606  1.42
C -0.07176 0.73509 -0.22201  0.14
C 0.79188 -1.60565 -0.22982  -1.08
C 2.29513 0.54537 0.09558  -1.43
C -0.77802 1.80170 0.38648  -1.08
N -2.28974 -0.86611 -0.49341  -0.71
O 0.33188 0.53070 -1.40419  -0.33
H 1.64939 -2.05422 0.39605  0.36
H 0.68473 -1.89605 -1.27684  0.31
H -0.27870 -1.59784 0.12762  0.42
H 2.33820 1.69359 -0.05606  0.37
H 3.08405 0.19640 -0.40601  0.44
H 2.64852 0.26670 1.20797  0.35
H -0.10028 2.68725 0.22134  0.36
H -0.87905 1.65371 1.45658  0.30
H -1.62276 2.18798 -0.17545  0.41
H -3.06274 -0.85838 0.14200  0.21
H -2.19840 -1.62076 -1.27300  0.29
H -2.34491 0.02453 -0.99398  0.26

Forces on atoms 1 to 6 (eV/Å):
0.2 -1.3 0.8
0.0 0.5 -1.0
0.0 0.9 1.1
0.2 2.6 4.2
0.1 1.7 0.2
1.7 0.1 -2.4

Record 4
Molecular formula: C5H12NO
Method: DFT, the ωB97M-V functional and the def2-TZVPD basis

Calculated values
Net charge: +1
HOMO energy, eV: -13.1
E_LUMO, eV: -3.1696

Last column: Mulliken charge in e.
CARTESIAN COORDINATES (ANGSTROEM)
C 0.02637 1.82358 -1.76207  0.07
C 1.03093 2.45752 -1.19252  -0.74
N -0.75338 0.82892 -1.01503  -0.19
H -0.32286 1.95690 -2.77529  0.41
H 1.56392 3.21246 -1.75049  0.28
H 1.33175 2.24646 -0.17387  0.24
H -0.39469 0.68407 -0.06287  0.14
H -1.75163 1.05384 -0.94757  0.38
H -0.68695 -0.11521 -1.43375  0.41
C -0.26557 -0.47103 2.71166  -1.04
C -0.52245 -1.24720 1.44620  -0.10
C 0.43236 -1.46632 0.54808  -0.34
O 0.15205 -1.89718 -0.74067  -0.51
H -0.49836 -1.08192 3.58390  0.37
H 0.78120 -0.16990 2.77123  0.28
H -0.88762 0.42438 2.75468  0.31
H -1.51252 -1.66562 1.29139  0.36
H 1.48291 -1.27092 0.74463  0.32
H 0.93634 -2.35849 -1.06411  0.35

Forces on atoms 1 to 6 (eV/Å):
0.0 0.2 0.0
-0.3 -0.2 -0.1
-0.2 -0.5 -0.1
0.0 0.1 0.0
0.1 0.0 0.0
0.0 0.1 0.0

Record 5
Molecular formula: C5H12NO
Method: DFT, the ωB97M-V functional and the def2-TZVPD basis

Calculated values
Net charge: +1
HOMO energy, eV: -15.3
SMILES string: CO[C@H]1[NH2+]C1(C)C
E_LUMO, eV: -2.9506

Last column: Mulliken charge in e.
CARTESIAN COORDINATES (ANGSTROEM)
C -2.85624 -0.10506 0.14377  -0.69
O -1.54410 0.45443 0.24198  -0.29
C -0.53450 -0.37190 0.29378  -0.22
N 0.27832 -0.57156 -1.16378  -0.34
C 0.85905 0.08393 0.04819  1.22
C 1.11685 1.55922 -0.11754  -1.43
C 1.97609 -0.69606 0.69115  -1.44
H -3.54632 0.66252 0.48455  0.24
H -2.95111 -0.98685 0.77955  0.36
H -3.07618 -0.36240 -0.89225  0.30
H -0.68339 -1.36369 0.72263  0.45
H 0.60560 -1.48907 -1.44892  0.27
H 0.00059 0.04319 -1.92156  0.29
H 0.19774 2.09995 -0.32660  0.38
H 1.82999 1.73475 -0.92015  0.39
H 1.54395 1.95848 0.79780  0.37
H 1.79745 -1.76751 0.65550  0.39
H 2.06653 -0.40416 1.73465  0.36
H 2.91967 -0.47822 0.19725  0.38

Forces on atoms 1 to 6 (eV/Å):
-0.6 -0.2 0.0
0.3 0.5 0.1
0.8 -0.4 -0.6
-0.3 -0.2 0.2
-0.2 0.1 0.3
-0.2 0.0 0.0

Record 6
Molecular formula: C5H12NO
Method: DFT, the ωB97M-V functional and the def2-TZVPD basis

Calculated values
Net charge: +1
HOMO energy (spin up / spin down), eV: -13.4 / -13.4
E_LUMO (spin up / spin down), eV: -5.2548 / -5.2547

Last column: Mulliken charge in e.
CARTESIAN COORDINATES (ANGSTROEM)
C -0.43438 1.58997 1.69540  -0.86
C -1.22730 0.79202 0.94689  0.07
C 0.32345 -1.66326 -1.00695  -0.74
C 1.66386 -0.18418 0.28451  -1.02
C -1.19440 0.90797 -0.47348  0.02
N 0.88090 -0.35377 -0.86484  -0.13
O -1.97769 0.40395 -1.34401  -0.40
H -0.52238 1.64157 2.72139  0.32
H 0.29017 2.28533 1.28457  0.31
H -1.80434 0.05150 1.29266  0.42
H 1.01524 -2.51690 -0.69784  0.31
H -0.57493 -1.79484 -0.31721  0.18
H -0.02476 -1.78225 -2.06748  0.32
H 1.10051 -0.64695 1.11514  0.41
H 2.62093 -0.95486 0.37980  0.30
H 1.97979 0.79659 0.69619  0.35
H -0.72642 1.78033 -0.88631  0.40
H 1.20656 0.03815 -1.75364  0.29
H -2.59480 -0.39037 -1.00479  0.46

Forces on atoms 1 to 6 (eV/Å):
-0.5 -0.1 -2.2
2.5 2.2 -1.3
-1.0 -1.8 -0.1
2.9 -2.7 3.0
1.0 1.2 0.0
-0.9 1.5 -1.1

Record 7
Molecular formula: C5H12NO
Method: DFT, the ωB97M-V functional and the def2-TZVPD basis

Calculated values
Net charge: +1
HOMO energy, eV: -14.9
SMILES string: CC(C)[C@@H]([NH3+])C=O
E_LUMO, eV: -3.8643

Last column: Mulliken charge in e.
CARTESIAN COORDINATES (ANGSTROEM)
C -1.06591 -0.95915 1.37603  -1.51
C -0.86094 -0.08383 0.12780  0.41
C -0.72452 -0.95992 -1.12917  -1.51
C 0.32072 0.88244 0.21308  -0.12
N 1.61585 0.14666 0.36609  -0.30
C 0.48035 1.83135 -0.97453  -0.12
O 1.56082 2.23562 -1.28291  -0.44
H -2.00658 -1.46755 1.25782  0.42
H -0.27999 -1.72665 1.38035  0.39
H -0.90841 -0.37547 2.28232  0.37
H -1.72829 0.54473 -0.09052  0.34
H -0.45590 -0.38204 -2.01611  0.43
H 0.11075 -1.66976 -1.13001  0.38
H -1.60811 -1.55103 -1.32053  0.41
H 0.18829 1.50559 1.10289  0.41
H 1.63969 -0.38832 1.23889  0.36
H 2.41788 0.77117 0.45461  0.37
H 1.77884 -0.48856 -0.41611  0.33
H -0.47455 2.13471 -1.44000  0.39

Forces on atoms 1 to 6 (eV/Å):
1.3 0.6 -0.8
0.2 -0.5 -1.0
0.9 0.0 -0.4
-0.5 -0.1 0.3
0.4 -0.1 0.9
-0.4 -0.1 0.5

Record 8
Molecular formula: C5H12NO
Method: DFT, the ωB97M-V functional and the def2-TZVPD basis

Calculated values
Net charge: +1
HOMO energy, eV: -14.1
SMILES string: C[C@@H]([NH3+])CCC=O
E_LUMO, eV: -3.2563

Last column: Mulliken charge in e.
CARTESIAN COORDINATES (ANGSTROEM)
C -0.83406 -1.63695 1.82101  -1.46
C -0.55860 -0.58972 0.73044  0.16
N 0.22545 0.52937 1.47047  -0.26
C 0.25112 -1.06605 -0.51548  -0.79
C 0.94136 -0.03846 -1.46584  -0.57
C 0.01445 1.11741 -1.87550  0.01
O -0.07574 2.09023 -1.15035  -0.51
H -1.46227 -1.20600 2.59233  0.44
H -1.43120 -2.48989 1.43122  0.38
H 0.12556 -2.09296 2.08993  0.38
H -1.47797 -0.11188 0.37497  0.35
H 1.23719 0.49694 1.46865  0.34
H -0.08707 1.27283 0.79839  0.31
H -0.10278 0.78906 2.39848  0.37
H 1.08095 -1.69431 -0.14406  0.33
H -0.39519 -1.70870 -1.10558  0.44
H 1.74391 0.45928 -0.95434  0.30
H 1.21908 -0.50456 -2.40649  0.38
H -0.59918 1.01749 -2.78420  0.39

Forces on atoms 1 to 6 (eV/Å):
-0.3 -1.0 -1.9
0.5 -0.7 0.4
-1.5 1.4 -2.1
0.8 -0.2 0.6
-1.9 0.8 -0.2
0.1 -0.1 1.2

Electronic energy per entry: -327.6526 -327.6814 -327.3364 -327.4082 -327.4266 -327.3472 -327.4431 -327.4410 hartree